113
Properties=species:S:1:pos:R:3:forces:R:3 method="wB97M-V/def2-TZVPD" e_lumo_ev=-0.131 relative_energy_ev=1.2395 energy_ha=-2079.52552
H 0.5507 -0.8422 2.8986 -0.1 0.7 0.1
H 1.4098 4.6689 0.5903 0.3 -0.4 -0.5
H 1.2353 -5.0377 -0.1262 -0.2 0.6 -0.4
H -1.3342 -3.8038 3.6005 0.8 0.6 -0.6
H -4.0643 0.9646 -2.9220 -0.4 0.3 0.6
H -2.1588 -6.5795 2.5950 -0.9 -0.2 -0.2
H 5.3482 0.5484 -0.6718 0.3 0.1 -0.2
H 5.3169 4.5590 3.0421 -0.4 0.5 0.1
C -1.7949 -3.3977 0.9971 0.1 -1.1 0.7
H -0.4675 1.1417 3.8621 0.5 0.5 -0.9
H -4.1721 4.7361 -0.9021 0.2 -0.1 0.5
H -2.2365 -0.4861 -0.9300 0.0 0.2 0.4
C -1.4565 4.8144 2.1288 1.9 -0.7 1.1
H -0.3723 -0.9329 1.3834 -0.4 0.1 0.3
H -3.1252 4.7211 -2.2680 0.5 -0.1 -0.2
H -0.4717 4.4634 4.9076 0.6 -0.9 -0.5
H -0.0119 0.7610 -0.5745 0.0 -0.5 -0.3
C 0.5756 6.3756 1.9976 -0.8 0.1 -0.2
H 3.2728 -5.1298 -2.4268 -0.2 -1.4 -0.8
C -3.2076 -0.2442 -1.3621 -1.5 -1.1 0.3
H -2.4078 4.2906 -0.6522 0.0 0.7 0.1
N -2.4241 0.1891 -3.5900 2.0 -1.0 -2.1
H -1.7875 1.7871 -1.1174 0.0 0.2 0.3
O 3.3617 0.5675 -3.9012 0.0 -0.2 -0.1
C -2.1381 -7.7920 0.4174 0.7 0.6 -0.6
H 3.8361 1.7379 -2.6021 -0.2 -0.1 -0.1
H 0.5970 -1.5940 -1.1258 -0.2 0.1 0.4
H 1.9141 0.9092 1.7505 0.0 0.7 0.3
H -3.9864 0.0892 -0.6763 0.6 0.2 0.7
H 2.9067 4.4722 2.2027 0.1 -0.1 0.2
H 3.3571 3.8039 0.6467 0.7 0.6 -0.4
H -0.7113 -3.3350 1.0961 0.2 -0.2 0.0
O -3.6133 2.8628 -1.4251 0.7 -0.9 -0.3
O 4.8491 6.0435 1.6415 0.4 0.7 0.9
C 0.5713 -0.6214 1.8314 -0.4 -3.5 -0.5
H -2.3460 -1.6339 3.2215 -0.2 -0.6 0.1
H -1.5616 3.0476 4.1366 1.0 0.0 0.0
H -1.1649 -8.2002 0.6898 -0.3 -0.8 0.5
H 0.1158 6.9458 1.1904 -0.8 -0.1 0.0
H 3.7539 2.9094 2.0032 -0.1 -0.1 0.4
O -2.8224 -0.8058 3.1619 -0.5 -0.2 -0.6
H 2.9371 -4.3739 -0.2771 -0.3 0.5 0.4
C 3.7000 3.9463 1.6715 1.1 -0.7 0.7
N 0.4924 4.2708 0.7310 0.8 -0.6 0.1
H 3.9400 0.2913 -0.1789 -0.6 -0.4 0.0
H -2.2958 -8.0981 -0.6168 -0.1 0.3 -0.1
H 1.1294 -0.6089 -2.4528 0.1 0.3 -0.1
H 0.3209 -3.7532 -3.8364 0.0 0.3 0.7
C -3.2834 4.2461 -1.2998 -0.3 -1.2 -0.1
H -3.6275 -1.1899 -1.7049 0.1 -0.2 -0.3
O -2.2712 -3.5034 -3.2504 -0.8 -0.4 1.1
C -1.7463 -5.9228 1.8290 -0.2 0.5 -0.9
H 2.5991 -6.0429 -0.2013 0.1 -0.3 -0.4
O 0.8790 2.2141 -3.4377 -0.6 -0.1 0.0
H 2.6771 0.1871 -4.4514 -0.3 -0.2 -0.1
H 2.2275 -1.7761 -1.7080 0.2 0.2 0.1
O 4.6785 0.8923 -0.0806 0.3 -0.1 0.8
H -0.6867 -6.0677 2.0393 0.5 0.9 0.0
O 4.1204 2.4668 -2.0507 -0.1 1.0 -0.6
H -1.6697 3.7794 1.8613 -0.8 0.0 -0.6
H -2.8615 -0.6898 -3.8274 -0.6 -0.1 -0.2
C -2.3675 -4.4857 1.9493 0.8 -0.1 0.3
C 0.9833 0.8936 -0.1501 -0.1 -0.7 1.6
H 1.8153 -4.2356 -2.5412 -0.2 0.0 -0.3
H 5.9561 4.3436 1.4732 -0.3 -0.6 -0.4
H -1.0870 1.4055 1.8736 -0.1 -1.0 -0.4
H -1.5050 -0.1583 -3.3561 0.6 0.4 0.3
C -1.3865 4.0733 4.4615 -1.8 1.6 -0.1
H 1.3869 2.2386 -4.2486 0.2 0.1 -0.1
H 0.5212 4.4657 2.8901 0.2 -0.9 -0.5
C -2.4981 2.0192 -1.9106 -1.4 1.5 -0.8
H -2.0050 2.6239 -2.6717 0.3 -0.3 -0.2
C 0.9054 0.7103 1.3885 -0.8 1.8 0.1
N -0.1101 1.6065 2.0328 1.5 0.7 -0.3
H 4.0175 2.1448 -1.1553 0.3 -0.2 0.4
H 0.0109 2.5110 1.6001 0.2 0.5 0.1
O 1.3892 -6.2667 -2.3876 0.1 -1.5 -2.2
H -1.8840 5.5839 1.4860 -0.4 -0.3 0.1
O -1.0451 0.7068 4.4895 -0.4 -0.2 1.2
H -3.4334 -4.5787 1.7411 0.0 -0.2 -0.2
H 1.4361 1.7407 -2.8198 0.4 0.1 0.2
H 0.4721 -6.0086 -2.2692 0.1 0.2 0.1
H -2.1578 -4.4130 -2.9652 -0.2 0.0 0.4
H -2.0279 -3.6439 -0.0388 -0.1 0.3 0.0
H -2.0901 4.2287 5.2793 -0.2 -0.1 0.0
H -2.3171 -0.1988 3.7027 0.1 0.7 0.2
O 1.9614 -0.0669 -0.6076 -0.4 0.6 -0.5
H 1.2604 -1.3808 1.4618 0.4 0.1 -0.2
H -2.4798 -4.6207 4.0427 -1.1 -0.5 -0.1
H -0.6950 -0.1811 4.5625 0.3 -0.2 0.3
C 0.0888 4.8757 1.9774 -0.4 3.2 0.3
C -3.0942 0.7238 -2.4873 -0.9 1.3 1.2
C 5.0571 4.6789 1.9904 -1.5 -0.2 -1.5
H -0.1806 -1.9713 -3.9310 0.2 -0.3 0.3
H -1.7439 -4.3530 -5.0393 -0.3 0.2 -0.4
H 4.4862 6.1101 0.7552 0.1 -0.3 -0.1
H -3.0108 -8.1154 0.9848 0.3 -0.2 0.4
H 1.2342 1.9424 -0.3089 0.6 -0.1 -0.5
O -1.8730 5.0145 3.4637 0.0 0.2 0.1
H -0.0490 4.5840 -0.0620 -0.4 0.2 0.0
C -1.6930 -3.4065 -4.5011 1.5 1.1 -0.7
O -1.9655 -6.3810 0.4808 -0.8 0.1 0.5
C 2.2157 -5.1771 -2.1653 -0.8 1.7 3.6
C -0.2381 -2.9740 -4.3545 0.4 -0.7 -0.7
C 2.2082 -5.1119 -0.6119 1.3 0.2 0.1
H -2.1516 -2.5623 -5.0160 -0.6 -0.5 -0.4
H 4.0931 0.7206 -4.4994 0.3 0.1 -0.2
H 1.6053 6.6283 1.7448 0.6 -0.9 0.6
N -2.2938 -3.9426 3.3176 0.7 -0.2 0.5
H 0.3183 6.8558 2.9417 0.0 0.1 0.0
H 0.2836 -2.9647 -5.3115 -0.2 0.3 -0.4
H -2.1720 -2.4363 1.3457 -0.3 0.0 -0.5
C 1.4537 -1.0362 -1.5039 -0.1 -0.3 -0.2